Entry from OMol25: a cluster of 12 separate species, C30H90N18O12 in total in a non-equilibrium geometry (wB97M-V/def2-TZVPD).

- Relative energy (zero: lowest compared OMol25 entry of this formula, charge and spin): 7.471 eV
- Net charge: 0
- LUMO level: 0.160 eV
- E: -3085.4056 hartree
- Orbital gap: 8.96 eV
- E_HOMO: -8.797 eV

```
150
Properties=species:S:1:pos:R:3:forces:R:3:lowdin_charge:R:1
C -4.46310 -0.22491 1.37828 0.418 -0.225 -0.565 -0.071
O -4.84597 -0.60968 0.05342 0.942 -0.504 0.418 -0.186
C -6.13386 -0.23558 -0.28980 -0.654 -1.008 -0.625 -0.223
C -6.57859 -0.91740 -1.63735 -0.512 1.514 0.471 -0.374
C -6.25586 0.00027 -2.81235 -0.231 -0.815 -0.727 -0.085
N -8.07317 -1.02818 -1.65287 0.568 0.020 0.371 0.021
H -3.38232 -0.34268 1.45673 0.150 0.368 -0.365 0.073
H -4.80684 -0.92700 2.13790 -0.785 0.043 0.031 0.075
H -4.74835 0.81288 1.55066 0.065 -0.044 0.313 0.077
H -6.85509 -0.53032 0.47247 -0.067 -0.265 0.445 0.109
H -6.19855 0.85089 -0.34878 -0.117 0.309 -0.346 0.129
H -6.15914 -1.90154 -1.84620 0.372 0.052 0.718 0.130
H -6.28996 -0.70178 -3.64545 0.031 0.430 -0.606 0.070
H -5.29606 0.51514 -2.85484 -0.080 -0.075 0.433 0.055
H -7.11241 0.66520 -2.92325 0.332 0.291 -0.040 0.074
H -8.39620 -1.98331 -1.71197 0.124 -0.119 0.061 0.062
H -8.37412 -0.67438 -0.75601 -0.509 -0.042 0.011 0.050
C -2.21040 -3.14821 -0.72309 -0.686 0.552 1.015 -0.094
O -1.03131 -3.74204 -0.21680 0.477 -0.623 -0.999 -0.196
C -0.59794 -4.72218 -1.15843 1.309 0.506 -0.622 -0.203
C 0.93758 -4.80092 -1.12828 -0.005 -1.692 0.556 -0.354
C 1.57925 -5.58537 -2.32262 0.390 -0.409 0.994 -0.039
N 1.34851 -5.29590 0.20852 0.799 -0.114 -0.346 0.018
H -1.97421 -2.13974 -1.06265 -0.165 -0.042 -0.480 0.079
H -2.92493 -3.02876 0.09133 -0.007 0.022 0.122 0.091
H -2.68545 -3.79091 -1.46428 0.018 0.282 -0.235 0.092
H -1.17520 -5.63035 -0.98493 0.480 -0.463 0.080 0.139
H -0.74612 -4.45069 -2.20362 -0.772 0.546 -0.093 0.093
H 1.34944 -3.81623 -1.34930 -0.379 0.569 0.848 0.114
H 2.05944 -6.52330 -2.04368 -1.283 -0.904 0.262 0.067
H 2.54740 -5.21237 -2.65679 -0.386 1.370 -0.311 0.070
H 0.85687 -5.64498 -3.13668 0.363 -0.347 -0.097 0.080
H 0.72475 -5.14780 0.98896 -0.414 0.490 -0.345 0.096
H 1.67743 -6.24444 0.31886 -0.217 -0.210 -0.792 0.089
C 4.64947 3.93152 -0.48089 -1.219 0.802 2.241 -0.077
O 3.23443 4.09655 -0.59812 0.504 0.862 -2.535 -0.232
C 2.43384 4.32025 0.53205 -0.918 -0.378 -0.393 -0.196
C 2.40473 5.77511 1.12177 0.852 -1.197 -1.080 -0.435
C 1.50568 5.87384 2.29146 -0.384 -0.752 1.553 -0.067
N 1.94404 6.71657 0.10932 0.572 -0.061 -0.218 0.049
H 5.11602 4.85805 -0.14625 0.092 0.229 0.143 0.080
H 5.19089 3.68222 -1.39348 -0.675 -0.526 -0.045 0.079
H 4.66394 3.23753 0.35951 1.340 -0.610 -0.213 0.088
H 1.43228 4.15571 0.13468 -0.450 0.203 -0.242 0.108
H 2.48999 3.40477 1.12098 0.619 0.423 1.287 0.107
H 3.45003 5.98812 1.34553 -0.023 0.422 0.424 0.135
H 0.44169 5.91335 2.05808 0.029 0.136 -0.490 0.075
H 1.72638 6.72598 2.93431 0.051 0.017 -0.128 0.085
H 1.60371 4.95793 2.87421 0.101 -0.008 0.430 0.069
H 2.70280 6.84140 -0.54551 0.039 0.203 -0.333 0.068
H 1.24156 6.21044 -0.41074 -0.409 0.195 -0.298 0.061
C -1.41455 -2.17523 3.03590 0.255 -0.840 1.147 -0.081
O -2.59271 -2.84836 3.55744 0.204 0.334 -1.381 -0.212
C -3.18073 -2.17599 4.67105 0.276 -0.554 -0.263 -0.190
C -4.62794 -2.71573 4.94771 0.831 0.469 0.212 -0.412
C -5.27607 -1.99954 6.17166 0.174 0.112 -0.127 -0.059
N -4.57605 -4.14070 5.14270 0.774 -0.999 0.889 0.020
H -0.99750 -2.63007 2.13741 -1.231 0.126 -0.640 0.069
H -0.54463 -2.39248 3.65570 -0.023 0.251 0.997 0.083
H -1.51973 -1.09111 2.99433 -0.239 -0.133 -0.355 0.056
H -2.44649 -2.35430 5.45667 -0.503 0.101 0.872 0.128
H -3.18070 -1.10707 4.45770 -0.370 0.263 0.074 0.108
H -5.16681 -2.62323 4.00476 -0.373 1.245 -0.006 0.119
H -4.82090 -2.20065 7.14144 0.611 -0.605 -0.261 0.072
H -6.31536 -2.27294 6.35398 -0.140 -0.034 -0.510 0.066
H -5.21207 -0.91211 6.13294 -0.192 0.102 -0.555 0.066
H -5.47475 -4.60105 5.11993 -0.104 0.224 -0.051 0.072
H -3.98733 -4.55439 4.43391 0.018 -0.102 -0.077 0.064
C 1.02930 3.91660 -6.15581 -1.066 1.192 -1.530 -0.133
O 0.93018 2.80487 -5.35452 -0.312 -1.684 0.365 -0.153
C 2.19798 2.48953 -4.94069 2.342 0.241 3.846 -0.229
C 2.38443 1.69960 -3.57656 -1.881 0.267 0.220 -0.380
C 1.38763 2.05455 -2.47460 -0.050 -0.344 0.648 -0.057
N 3.70462 1.79050 -2.93889 -0.067 -0.896 -1.030 0.052
H 1.93591 3.92626 -6.76085 -0.066 -0.217 -0.291 0.092
H 1.02143 4.87077 -5.62893 0.048 0.020 0.578 0.092
H 0.13576 3.90199 -6.77989 0.161 0.188 -0.307 0.098
H 2.88651 1.90421 -5.55014 -0.376 0.390 -1.269 0.128
H 2.63306 3.44315 -4.64165 0.823 0.266 -0.432 0.115
H 2.06930 0.69736 -3.86692 0.989 -0.563 0.377 0.100
H 1.83758 1.84984 -1.50313 0.392 0.237 -0.004 0.051
H 0.58777 1.31490 -2.43945 -0.662 0.541 -0.478 0.060
H 1.08086 3.10011 -2.44655 -0.316 -0.070 -0.255 0.081
H 4.45864 1.49903 -3.54437 0.160 0.175 -0.239 0.080
H 3.89981 2.70183 -2.54970 -0.321 0.148 -0.171 0.043
C 0.96460 -2.08608 -4.39342 0.350 -1.465 0.663 -0.096
O -0.11590 -2.44167 -5.26282 0.872 0.035 1.019 -0.138
C -1.29586 -2.27180 -4.53848 -2.279 1.363 -0.398 -0.211
C -1.51539 -0.79468 -4.12293 0.195 1.526 0.116 -0.442
C -2.87260 -0.48471 -3.55375 -0.436 -1.114 -0.289 -0.071
N -1.31931 0.15239 -5.24346 0.743 -0.814 -0.663 0.060
H 1.52519 -1.19662 -4.68100 -0.285 0.014 -0.061 0.078
H 1.64636 -2.92269 -4.24052 0.469 -0.230 -1.070 0.080
H 0.63188 -2.07694 -3.35548 -0.338 0.981 0.069 0.071
H -2.15361 -2.58193 -5.13528 0.140 0.331 -0.877 0.132
H -1.50436 -2.93812 -3.70143 1.075 -0.101 0.691 0.099
H -0.75771 -0.44638 -3.42099 0.086 -0.791 0.784 0.101
H -3.07165 -1.19448 -2.75082 -0.396 0.358 0.300 0.064
H -3.59491 -0.65158 -4.35283 -0.198 -0.147 -0.012 0.082
H -3.02696 0.55332 -3.25919 0.423 -0.120 0.311 0.082
H -0.37754 -0.06827 -5.53413 0.250 -0.223 -1.006 0.047
H -1.11567 1.06851 -4.87016 -0.571 0.436 0.402 0.056
N -0.18291 2.68378 5.11753 1.577 2.510 4.058 0.166
C 0.22009 2.12771 4.00524 -1.424 -0.080 -0.763 -0.711
N -0.88200 1.70504 3.42045 -0.993 -1.910 -2.985 0.188
O 1.35651 2.03410 3.56505 0.854 -0.174 -0.063 0.011
H 0.52502 3.19452 5.62555 -0.356 0.043 0.249 0.121
H -1.15647 2.86823 5.31315 0.525 -0.062 -0.012 0.117
H -1.81655 1.95044 3.71457 0.336 -0.157 -0.303 0.115
H -0.72848 1.18172 2.57035 -0.576 -0.188 -0.334 0.055
N 4.54390 0.23000 4.04805 0.321 -1.982 0.728 0.159
C 5.04608 1.41810 4.48030 -1.698 -1.646 -2.375 -0.784
N 4.32703 2.35593 3.91800 -1.663 3.534 -1.078 0.150
O 6.00909 1.62466 5.11501 3.597 0.097 2.553 0.078
H 5.20053 -0.53631 4.00676 -0.603 -0.182 0.042 0.104
H 3.72053 0.27073 3.46453 0.529 -0.676 0.002 0.078
H 4.77115 3.25967 3.83979 -0.629 -0.043 0.089 0.115
H 3.51407 2.07931 3.38632 0.121 0.929 0.106 0.053
N 5.56495 0.21959 -0.88451 -0.755 2.213 -3.214 0.161
C 5.23869 -0.41759 0.22607 -4.897 0.840 -2.172 -0.757
N 6.29250 -0.76138 0.78708 5.139 -2.877 4.445 0.205
O 4.07725 -0.68594 0.55216 -0.333 0.028 0.204 0.002
H 6.42638 0.74616 -0.85698 -0.350 0.093 -0.325 0.112
H 4.79572 0.58918 -1.42470 0.022 0.402 -0.210 0.064
H 7.07688 -0.74761 0.15093 0.309 -0.591 0.978 0.133
H 6.16022 -1.46923 1.49528 0.640 -0.287 0.298 0.116
N -2.21728 4.59571 0.70716 -1.407 4.904 0.726 0.177
C -2.54471 3.36041 0.86550 -0.531 -1.238 1.353 -0.848
N -1.72455 2.59549 0.28714 3.703 -4.842 -3.349 0.195
O -3.40569 2.94828 1.60848 -1.809 -0.005 1.632 0.033
H -1.60233 4.97257 0.00012 -0.471 0.079 0.423 0.114
H -2.96119 5.04691 1.22012 0.412 1.820 -0.605 0.121
H -1.17874 2.91616 -0.49986 0.171 -0.329 0.403 0.112
H -1.55660 1.67641 0.67080 -0.041 -0.312 -0.661 0.071
N 4.38790 -5.12843 1.11399 0.566 -6.688 -3.648 0.172
C 4.20958 -4.06065 1.76383 2.020 3.547 1.550 -0.832
N 3.02815 -3.58147 1.54574 -3.486 2.235 0.283 0.175
O 5.10934 -3.52998 2.37011 1.817 1.576 1.800 0.018
H 3.55960 -5.44841 0.63270 0.631 -0.568 -0.227 0.077
H 5.26100 -5.61328 0.96330 -0.245 0.422 0.483 0.130
H 2.51620 -4.11501 0.85774 -0.871 0.617 0.138 0.029
H 2.79879 -2.61776 1.74264 0.274 -0.247 0.021 0.106
N 1.65516 0.65831 0.97883 3.328 3.712 2.132 0.214
C 0.64399 0.00527 0.57206 0.087 -1.705 -0.465 -0.775
N 1.01743 -0.89954 -0.29826 -0.090 -3.234 -3.368 0.203
O -0.47912 0.09318 0.98324 -3.546 0.504 1.126 0.010
H 2.57271 0.34657 0.69421 0.305 0.063 0.257 0.060
H 1.55544 1.17663 1.83994 0.075 0.387 0.162 0.070
H 0.39440 -1.66484 -0.51330 -0.049 0.184 -0.006 0.086
H 1.97106 -0.97488 -0.62232 -0.095 -0.031 0.290 0.097
```
Forces are in eV/Å.